(1)
49
Properties=species:S:1:pos:R:3:mulliken_charge:R:1 method="wB97M-V/def2-TZVPD" total_charge=-1 orbital_gap_ev="4.66 / 7.28" e_homo_ev="-3.0 / -5.5" relative_energy_ev=0.609 total_energy_ev=-82119.8905 spin_multiplicity=2 largest_force_ev_per_a=2.124
Ti 0.1168 0.3228 0.6847 0.29
O 1.5862 -0.9136 -2.6924 -0.72
C 0.9308 -0.7197 -1.6882 0.74
O 1.1883 0.2003 -0.7804 -0.57
C -0.2565 -1.5355 -1.3249 0.08
C -0.8388 -2.4292 -2.2069 -0.70
C -1.9456 -3.1481 -1.8171 -1.17
C -2.4369 -2.9959 -0.4866 1.24
C -3.5174 -3.7432 0.0090 -0.79
C -3.9394 -3.6133 1.3147 -0.49
C -3.2857 -2.7316 2.1734 -1.04
C -2.2256 -1.9753 1.7151 -0.04
C -1.7961 -2.0715 0.3827 -0.10
N -0.7276 -1.3072 -0.0539 0.92
H -0.3922 -2.5300 -3.1863 0.56
H -2.4383 -3.8343 -2.4943 0.36
H -4.0152 -4.4408 -0.6552 0.37
H -4.7741 -4.2019 1.6763 0.38
H -3.6077 -2.6291 3.2020 0.41
H -1.7177 -1.2808 2.3690 0.37
N 1.0570 -0.5042 1.9779 -0.37
C 1.3830 -1.6584 2.4044 -0.44
C 1.2964 -1.9697 3.8571 0.68
C 0.6248 -1.0657 4.6882 -0.54
C 0.5199 -1.3018 6.0457 -0.73
C 1.0888 -2.4426 6.6007 -0.34
C 1.7628 -3.3404 5.7876 -0.87
C 1.8668 -3.1084 4.4241 -0.15
C 1.8257 -2.6949 1.4282 0.73
C 2.7458 -2.3218 0.4470 -0.24
C 3.1168 -3.2116 -0.5454 -0.64
C 2.5710 -4.4882 -0.5702 -0.48
C 1.6563 -4.8670 0.4007 -0.89
C 1.2887 -3.9794 1.4006 -0.03
H 0.1887 -0.1855 4.2335 0.44
H -0.0071 -0.5955 6.6748 0.40
H 1.0082 -2.6322 7.6640 0.38
H 2.2115 -4.2263 6.2199 0.38
H 2.4071 -3.8062 3.7983 0.47
H 3.1485 -1.3186 0.4651 0.41
H 3.8029 -2.8968 -1.3203 0.41
H 2.8556 -5.1829 -1.3505 0.39
H 1.2138 -5.8551 0.3705 0.39
H 0.5419 -4.2680 2.1308 0.53
O 0.3480 2.3110 0.8586 -0.50
S -1.1597 2.3247 1.0207 1.03
O -1.3441 1.0128 1.7875 -0.44
O -1.6706 3.4716 1.7124 -0.68
S -1.8893 1.9042 -0.7448 -0.38

=====

(2)
46
Properties=species:S:1:pos:R:3:mulliken_charge:R:1 method="wB97M-V/def2-TZVPD" total_charge=+3 orbital_gap_ev="5.23 / 3.80" e_homo_ev="-17.6 / -17.7" total_energy_ev=-45732.7644 spin_multiplicity=4 largest_force_ev_per_a=8.140
O -3.1053 5.4405 0.7199 0.02
C -3.1290 4.3068 0.4151 0.91
Re 0.5619 2.1561 -0.8968 1.63
O -2.4159 2.4161 -1.8193 -0.52
C -1.2865 2.3242 -1.5221 0.11
C 0.6667 2.2977 -2.8488 0.06
O 0.7463 2.3449 -4.0184 -0.31
C 2.5302 2.2484 -1.2101 0.17
O 3.6755 2.4042 -1.3461 -0.27
C 0.8587 3.9198 -0.1458 0.33
O 1.1059 4.9922 0.2917 -0.37
H -2.7012 3.2514 0.0321 0.05
C 1.8674 -2.8315 -3.0381 -0.64
C 1.0868 -1.7372 -3.4309 -1.07
C 0.5181 -0.9193 -2.4691 -0.49
C 0.7960 -1.1422 -1.1030 1.02
C 1.5866 -2.2384 -0.7058 -0.64
C 2.0927 -3.1061 -1.6737 -0.72
P 0.1589 0.0401 0.1312 1.22
C -1.5897 -0.4796 0.2683 0.66
C -2.3199 -0.2462 1.4527 -0.59
C -3.6428 -0.6545 1.5354 -0.80
C -4.3093 -1.1131 0.3904 -0.41
C -3.6225 -1.2692 -0.8165 -0.78
C -2.2673 -0.9659 -0.8740 -0.34
C 1.0913 -0.2805 1.6615 0.30
C 0.6104 -1.0668 2.7201 -0.06
C 1.3548 -1.2116 3.8883 -0.84
C 2.6349 -0.6431 3.9705 -0.53
C 3.1431 0.1096 2.9042 -0.83
C 2.3748 0.3122 1.7623 -0.22
H 2.2646 -3.4952 -3.8088 0.44
H 0.9172 -1.5099 -4.4747 0.49
H -0.1331 -0.0898 -2.7714 0.47
H 1.7403 -2.4293 0.3536 0.45
H 2.6517 -3.9673 -1.3679 0.49
H -1.8074 0.2680 2.2815 0.71
H -4.1796 -0.6600 2.4851 0.49
H -5.3697 -1.3662 0.4282 0.49
H -4.1158 -1.6474 -1.6979 0.53
H -1.7155 -1.1465 -1.7965 0.47
H -0.3763 -1.5479 2.6369 0.53
H 0.9482 -1.7890 4.7135 0.45
H 3.2261 -0.7589 4.8826 0.42
H 4.1393 0.5339 2.9553 0.46
H 2.7384 0.9466 0.9556 0.06